Computed, not measured: 15 unconnected molecules or ions with the total composition C94H159N16O14 at a distorted geometry, with ωB97M-V/def2-TZVPD.

Summary:
spin multiplicity	2
lowest unoccupied orbital energy (alpha / beta)	-0.49211 / -0.49211	hartree
gap between HOMO and LUMO (alpha / beta)	1.168 / 1.167	eV
expectation value of S²	0.755
total charge	+6
E_tot	-5603.72866	Ha

Atoms and positions in Å:
C (6.837, 2.085, 3.810)
C (6.352, 1.631, 2.406)
C (5.392, 2.616, 1.799)
C (5.959, 3.861, 1.040)
C (7.043, 3.469, 0.109)
C (8.142, 2.611, 0.726)
N (7.530, 1.468, 1.480)
O (8.473, 0.485, 1.846)
C (9.004, 3.516, 1.687)
C (8.991, 2.076, -0.424)
C (5.571, 0.249, 2.499)
H (7.324, 1.377, 4.481)
H (6.029, 2.604, 4.326)
H (7.680, 2.775, 3.763)
H (4.617, 2.939, 2.493)
H (4.770, 2.001, 1.147)
H (6.367, 4.660, 1.659)
H (5.113, 4.300, 0.511)
H (7.444, 4.423, -0.236)
H (6.589, 3.074, -0.800)
H (9.340, 4.388, 1.126)
H (9.934, 3.035, 1.988)
H (8.517, 4.014, 2.526)
H (9.298, 2.868, -1.107)
H (8.537, 1.360, -1.110)
H (9.839, 1.612, 0.080)
H (4.620, 0.388, 3.012)
H (6.177, -0.477, 3.040)
H (5.314, -0.188, 1.534)
C (6.292, -3.295, 1.485)
C (5.528, -3.958, 0.312)
C (6.592, -4.386, -0.719)
C (6.128, -5.453, -1.706)
C (5.648, -6.695, -0.942)
C (4.615, -6.460, 0.135)
N (4.968, -5.247, 0.915)
O (4.263, -5.082, 2.102)
C (4.581, -7.666, 1.163)
C (3.205, -6.318, -0.491)
C (4.360, -3.139, -0.347)
H (6.898, -2.424, 1.238)
H (7.024, -4.016, 1.848)
H (5.638, -2.982, 2.300)
H (7.570, -4.700, -0.351)
H (6.926, -3.568, -1.356)
H (6.963, -5.566, -2.398)
H (5.400, -5.055, -2.413)
H (6.596, -7.081, -0.568)
H (5.319, -7.491, -1.609)
H (5.535, -7.669, 1.689)
H (4.795, -8.573, 0.597)
H (3.774, -7.843, 1.874)
H (2.681, -7.180, -0.904)
H (3.028, -5.451, -1.128)
H (2.537, -6.134, 0.351)
H (3.397, -3.483, 0.032)
H (4.239, -3.285, -1.420)
H (4.635, -2.127, -0.048)
C (2.591, 0.119, -0.187)
C (1.130, -0.029, 0.095)
C (0.451, 0.526, -1.199)
C (-0.957, -0.040, -1.339)
C (-0.768, -1.559, -1.498)
C (-0.195, -2.302, -0.274)
N (1.010, -1.492, 0.253)
O (1.763, -2.081, 1.323)
C (0.238, -3.762, -0.592)
C (-1.287, -2.298, 0.794)
C (0.735, 0.629, 1.462)
H (2.837, 1.181, -0.209)
H (2.912, -0.311, -1.136)
H (3.252, -0.251, 0.597)
H (1.018, 0.180, -2.064)
H (0.552, 1.608, -1.280)
H (-1.441, 0.375, -2.224)
H (-1.605, 0.319, -0.540)
H (-0.041, -1.782, -2.279)
H (-1.687, -2.084, -1.758)
H (0.840, -4.247, 0.176)
H (0.811, -3.668, -1.515)
H (-0.667, -4.335, -0.790)
H (-2.207, -2.866, 0.657)
H (-1.616, -1.359, 1.237)
H (-0.800, -2.680, 1.691)
H (0.707, 1.717, 1.414)
H (1.255, 0.290, 2.358)
H (-0.335, 0.441, 1.552)
C (-5.691, -5.281, 5.578)
C (-5.772, -4.910, 4.069)
C (-7.146, -4.413, 3.661)
C (-7.664, -3.063, 4.175)
C (-6.658, -1.941, 3.792)
C (-5.104, -2.226, 4.212)
N (-4.828, -3.680, 3.836)
O (-3.444, -4.113, 3.769)
C (-4.945, -1.903, 5.700)
C (-4.194, -1.354, 3.307)
C (-5.393, -6.108, 3.114)
H (-4.720, -5.598, 5.957)
H (-6.392, -6.043, 5.919)
H (-6.008, -4.391, 6.121)
H (-7.850, -5.185, 3.974)
H (-7.308, -4.536, 2.590)
H (-7.872, -3.048, 5.245)
H (-8.637, -2.853, 3.731)
H (-6.991, -0.941, 4.071)
H (-6.631, -1.879, 2.704)
H (-5.726, -2.386, 6.288)
H (-4.968, -0.833, 5.906)
H (-3.984, -2.120, 6.165)
H (-4.316, -0.291, 3.513)
H (-4.354, -1.649, 2.270)
H (-3.134, -1.397, 3.556)
H (-5.102, -5.737, 2.131)
H (-6.195, -6.841, 3.028)
H (-4.640, -6.738, 3.588)
C (1.051, -6.513, -3.785)
N (0.123, -5.439, -4.258)
C (-0.933, -5.185, -3.412)
C (-1.706, -4.093, -3.680)
C (-1.440, -3.202, -4.756)
C (-0.262, -3.496, -5.468)
C (0.488, -4.675, -5.253)
C (-2.204, -1.990, -5.101)
C (-2.208, -1.410, -6.328)
C (-2.947, -0.275, -6.555)
N (-3.787, 0.273, -5.615)
C (-3.905, -0.306, -4.440)
C (-3.177, -1.474, -4.163)
C (-4.690, 1.471, -5.974)
H (1.923, -6.012, -3.365)
H (1.369, -6.934, -4.739)
H (0.488, -7.111, -3.068)
H (-1.112, -5.889, -2.613)
H (-2.568, -3.988, -3.037)
H (0.042, -2.828, -6.260)
H (1.373, -4.940, -5.812)
H (-1.699, -1.843, -7.177)
H (-3.007, 0.219, -7.513)
H (-4.584, 0.155, -3.737)
H (-3.439, -1.950, -3.229)
H (-4.814, 1.584, -7.051)
H (-4.289, 2.420, -5.618)
H (-5.626, 1.334, -5.434)
C (-1.399, 4.279, -2.303)
N (-1.547, 5.514, -3.127)
C (-2.102, 5.492, -4.418)
C (-2.193, 6.679, -5.141)
C (-1.826, 7.915, -4.516)
C (-1.380, 7.901, -3.242)
C (-1.162, 6.710, -2.565)
C (-1.698, 9.128, -5.401)
C (-0.774, 10.183, -5.108)
C (-0.665, 11.263, -6.026)
N (-1.645, 11.317, -7.047)
C (-2.503, 10.335, -7.360)
C (-2.532, 9.236, -6.565)
C (-1.817, 12.403, -8.026)
H (-1.879, 3.426, -2.784)
H (-2.052, 4.442, -1.446)
H (-0.325, 4.130, -2.184)
H (-2.423, 4.553, -4.845)
H (-2.458, 6.548, -6.180)
H (-1.108, 8.804, -2.716)
H (-0.816, 6.619, -1.546)
H (-0.167, 10.129, -4.217)
H (-0.048, 12.139, -5.889)
H (-3.241, 10.433, -8.142)
H (-3.214, 8.486, -6.936)
H (-2.819, 12.828, -7.955)
H (-1.527, 12.010, -9.001)
H (-1.084, 13.170, -7.777)
C (2.142, 7.159, -3.941)
C (1.865, 5.753, -3.435)
N (2.869, 4.690, -3.745)
C (3.924, 4.852, -4.628)
C (4.472, 3.601, -4.819)
N (3.797, 2.697, -4.060)
C (2.848, 3.363, -3.322)
C (4.054, 1.310, -3.859)
H (3.124, 7.576, -3.722)
H (1.494, 7.767, -3.310)
H (1.793, 7.378, -4.950)
H (0.878, 5.540, -3.846)
H (1.881, 5.726, -2.346)
H (4.150, 5.778, -5.136)
H (5.317, 3.297, -5.419)
H (2.135, 2.991, -2.601)
H (4.604, 1.042, -4.761)
H (3.149, 0.702, -3.890)
H (4.684, 1.267, -2.971)
C (-1.161, -5.086, 7.744)
C (-0.191, -5.671, 6.635)
N (1.026, -4.825, 6.365)
C (2.126, -4.731, 7.124)
C (3.105, -3.902, 6.527)
N (2.593, -3.503, 5.319)
C (1.313, -3.994, 5.261)
C (3.280, -2.533, 4.421)
H (-0.942, -5.431, 8.754)
H (-2.203, -5.359, 7.574)
H (-1.185, -4.002, 7.853)
H (-0.645, -5.669, 5.644)
H (0.107, -6.689, 6.884)
H (2.124, -5.360, 8.002)
H (4.078, -3.631, 6.910)
H (0.612, -3.675, 4.504)
H (3.997, -3.091, 3.818)
H (3.685, -1.694, 4.986)
H (2.644, -2.028, 3.694)
C (-10.610, 0.008, 0.912)
C (-9.498, -0.996, 1.132)
N (-8.143, -0.363, 1.070)
C (-7.756, 0.772, 1.776)
C (-6.473, 1.068, 1.408)
N (-6.027, 0.177, 0.485)
C (-7.041, -0.739, 0.304)
C (-4.661, 0.147, -0.107)
H (-11.574, -0.458, 0.708)
H (-10.563, 0.515, -0.052)
H (-10.660, 0.632, 1.804)
H (-9.522, -1.743, 0.338)
H (-9.525, -1.535, 2.078)
H (-8.365, 1.324, 2.476)
H (-5.801, 1.798, 1.836)
H (-7.020, -1.536, -0.425)
H (-3.975, -0.670, 0.115)
H (-4.106, 1.007, 0.267)
H (-4.749, 0.327, -1.179)
C (-2.133, 3.094, 1.715)
C (-1.672, 4.323, 2.479)
N (-2.183, 5.644, 1.882)
C (-3.359, 5.934, 1.286)
C (-3.430, 7.248, 0.853)
N (-2.196, 7.774, 1.081)
C (-1.422, 6.821, 1.720)
C (-1.797, 9.121, 0.743)
H (-1.771, 2.165, 2.156)
H (-1.520, 3.042, 0.815)
H (-3.209, 2.989, 1.576)
H (-0.583, 4.326, 2.526)
H (-2.020, 4.289, 3.512)
H (-4.129, 5.177, 1.241)
H (-4.238, 7.840, 0.448)
H (-0.372, 6.891, 1.960)
H (-2.522, 9.755, 1.254)
H (-1.852, 9.254, -0.337)
H (-0.790, 9.395, 1.060)
C (-0.443, -6.200, 2.244)
C (0.397, -6.845, 3.291)
O (-0.080, -7.795, 3.951)
O (1.610, -6.429, 3.405)
H (-0.149, -6.363, 1.207)
H (-0.255, -5.138, 2.408)
H (-1.498, -6.467, 2.308)
C (-1.233, -0.489, 6.038)
C (-0.330, -0.623, 4.884)
O (0.859, -0.461, 5.148)
O (-0.758, -0.857, 3.765)
H (-1.061, -1.172, 6.870)
H (-2.306, -0.540, 5.852)
H (-1.069, 0.481, 6.508)
C (2.180, 4.578, 1.981)
C (1.614, 4.471, 0.543)
O (0.916, 5.445, 0.116)
O (1.772, 3.482, -0.151)
H (1.658, 5.348, 2.549)
H (3.223, 4.791, 1.745)
H (2.098, 3.675, 2.585)
C (-3.520, -5.056, -0.317)
C (-4.459, -3.921, -0.423)
O (-4.237, -2.988, -1.202)
O (-5.427, -3.810, 0.377)
H (-4.055, -5.999, -0.420)
H (-3.195, -5.207, 0.712)
H (-2.627, -5.065, -0.942)
C (3.507, -2.069, -5.280)
C (3.093, -2.841, -3.997)
O (2.361, -2.297, -3.146)
O (3.510, -3.974, -3.908)
H (4.499, -2.432, -5.549)
H (3.599, -0.986, -5.199)
H (2.710, -2.334, -5.974)